# 1
Here is 3 unconnected molecules or ions with the total composition C5H13N7 at a distorted geometry from the Open Molecules 2025 dataset. Energies are from ωB97M-V/def2-TZVPD.

Last column: natural (NBO) charge in e.
Geometry (Å):
1 C -2.0012 0.0011 0.2984  0.23
2 C -0.3381 3.7835 -0.0195  -0.78
3 C 0.8479 -2.1881 -1.0251  -0.43
4 C 2.7755 -1.6734 0.3437  -0.42
5 C -0.8983 2.6265 -0.7025  -0.04
6 N -3.8582 -0.6862 -0.4161  -0.09
7 N -3.2580 0.3843 -0.0841  -0.20
8 N -1.9047 -1.3645 0.1753  -0.27
9 N -3.0385 -1.7479 -0.2563  -0.07
10 N 0.0665 0.4077 1.1272  -0.47
11 N -1.0916 0.8374 0.7603  -0.02
12 N 1.3320 -1.8635 0.3108  -0.63
13 H -1.0300 4.3620 0.6017  0.21
14 H 0.5761 3.5529 0.5327  0.20
15 H -0.0552 4.4263 -0.8629  0.28
16 H 1.0570 -1.3447 -1.6846  0.20
17 H 1.3216 -3.0865 -1.4379  0.18
18 H -0.2303 -2.3353 -0.9715  0.24
19 H 3.3296 -2.5586 0.0056  0.18
20 H 3.0321 -0.8384 -0.3125  0.20
21 H 3.0864 -1.4314 1.3595  0.20
22 H -1.9440 2.7519 -1.0030  0.12
23 H 0.6888 1.1343 1.4612  0.38
24 H 0.4647 -0.5340 0.8524  0.42
25 H 1.0698 -2.6154 0.9470  0.37

Properties
Highest occupied orbital energy (alpha / beta) (eV): -8.231 / -8.235
Kohn-Sham gap (alpha / beta) (eV): 6.74 / 6.75
Charge: 0
Energy (eV): -15819.0001
ΔE to the lowest compared entry with this formula, charge and spin (kJ/mol): 193.8

=====

# 2
Here is 2 unconnected molecules or ions with the total composition C5H13NO at a distorted geometry from the Open Molecules 2025 dataset. Energies are from ωB97M-V/def2-TZVPD.

Last column: natural (NBO) charge in e.
Geometry (Å):
1 C 1.5267 0.9147 -0.9920  -0.72
2 C 2.1911 -0.4129 -0.6849  0.67
3 O 2.6365 -0.9658 -1.6691  -0.60
4 N 2.3439 -0.9348 0.5791  -0.84
5 H 1.0865 0.9040 -2.0259  0.25
6 H 2.2467 1.7516 -1.0292  0.24
7 H 2.7991 -1.8333 0.7460  0.40
8 H 1.6386 -0.8244 1.2792  0.39
9 H 0.7881 1.3974 -0.3440  0.21
10 C -1.1154 0.0404 -0.0466  -0.42
11 C -2.4857 -0.6166 -0.2579  -0.63
12 C -0.9466 0.6334 1.3660  -0.63
13 H -0.4198 -0.8037 -0.3738  0.21
14 H -0.8004 0.9185 -0.7762  0.20
15 H -2.5618 -1.6823 -0.5405  0.21
16 H -0.0865 1.2816 1.1991  0.21
17 H -1.8049 1.1252 1.8385  0.22
18 H -3.1039 -0.1495 -1.0533  0.21
19 H -3.0732 -0.5657 0.6727  0.20
20 H -0.8588 -0.1776 2.1127  0.20

Properties
Highest occupied orbital energy (eV): -9.766
Kohn-Sham gap (eV): 10.59
Charge: 0
SMILES string: CC(N)=O.CCC
Energy (eV): -8932.4380
ΔE to the lowest compared entry with this formula, charge and spin (kJ/mol): 151.8